Molecular formula: C3H4FNO2S
Method: DFT, wB97M-V/def2-TZVPD

The geometry in ORCA input format:
```
! wB97M-V def2-TZVPD RIJCOSX def2/J DEFGRID3
* xyz 0 1
C 1.061 1.101 -2.447
C -0.428 -0.028 -0.032
C 0.980 0.238 -0.328
N 1.110 1.474 -3.518
O 0.520 2.841 -0.419
O 2.886 2.074 -0.383
F 1.462 1.857 1.599
S 1.518 1.901 -0.064
H -0.836 -0.855 -0.613
H -0.515 -0.291 1.029
H -1.013 0.876 -0.196
H 1.742 -0.511 -0.417
*
```

Orbital gap, eV: 9.6
Energy above the lowest of the compared OMol25 structures with the same formula, charge and spin, kJ/mol: 337.94
Energy, eV: -22309.43413

Results of the Mulliken charge analysis, in e, for atoms 1 through 8: C 0.091; C -1.026; C -0.038; N -0.362; O -0.505; O -0.516; F -0.283; S 1.127